# 1
Entry from OMol25: a structure of composition C21H26AsBF7LiN6O7S3 (ωB97M-V/def2-TZVPD).

ΔE to the lowest compared entry with this formula, charge and spin in eV: 0.0000
Gap between HOMO and LUMO in eV: 7.32
Net charge: -2

CARTESIAN COORDINATES (ANGSTROEM)
As (1.101916, 3.090109, 1.517381)
S (3.105401, -1.041591, -0.704404)
S (-2.623559, 2.996244, 0.471549)
S (1.277683, 2.858740, -0.554858)
F (4.142437, 1.312339, -1.322243)
F (-1.456059, -0.538694, 3.849918)
F (0.386860, -0.500370, 2.464055)
F (5.275723, 0.169443, 0.118066)
F (0.670931, -0.445172, 4.742674)
F (-0.071152, -2.383404, 3.711637)
F (5.274203, -0.407137, -1.975737)
O (2.325339, -0.400123, 0.359098)
O (6.461640, -3.885340, 0.479358)
O (-3.963619, 2.973891, 1.016944)
O (3.801417, -2.237718, -0.247797)
O (2.435266, -1.152181, -1.971850)
O (3.453070, -5.382634, 2.473861)
O (-1.675770, 3.908536, 1.084143)
N (-1.898986, 1.590517, 0.404518)
N (-3.849954, 0.384647, -0.249770)
N (-1.785415, -0.663129, 0.336577)
N (4.487922, -5.181804, 0.452644)
N (0.564345, -2.952148, 0.224894)
N (-2.953130, 4.767397, -5.207801)
C (-3.978505, 3.542958, -1.866553)
C (-3.794031, -1.944485, 0.270284)
C (1.529951, -3.509506, 0.944151)
C (-4.440589, -0.796118, -0.169774)
C (2.715929, 2.406711, 2.344274)
C (1.677931, -5.376791, -0.534036)
C (1.234634, 4.966961, 1.950863)
C (0.632173, -4.828490, -1.259621)
C (-2.758092, 3.523318, -1.211660)
C (-2.552076, 0.440682, 0.136259)
C (-2.428919, -1.806460, 0.473097)
C (4.514178, 0.089116, -0.985981)
C (-0.259930, 2.532262, 2.784080)
C (3.395511, -5.111560, 1.291699)
C (-1.662596, 4.294342, -3.201164)
C (2.140427, -4.704821, 0.584454)
C (5.827432, -5.034201, 0.994476)
C (-1.596748, 3.893610, -1.877505)
C (-4.041568, 3.949466, -3.191588)
C (0.135537, -3.601054, -0.857965)
C (-2.884746, 4.323365, -3.868580)
B (-0.139752, -0.985752, 3.729271)
Li (0.520232, -0.112519, 0.703849)
H (0.276810, 2.157927, 3.653894)
H (5.816207, -3.161603, 0.421415)
H (-0.629620, -3.096203, -1.440146)
H (-4.993486, 3.964900, -3.713624)
H (-4.861363, 3.224354, -1.326354)
H (6.453078, -5.880095, 0.712440)
H (-0.846455, 3.419801, 3.008404)
H (0.236243, -5.321632, -2.138002)
H (5.727643, -5.016662, 2.079858)
H (4.357771, -4.721902, -0.439991)
H (1.235889, 5.102144, 3.033312)
H (-0.649604, 3.850482, -1.348012)
H (-0.915952, 1.758545, 2.393959)
H (-5.487190, -0.825976, -0.467086)
H (2.161157, 5.329679, 1.514047)
H (0.383051, 5.481318, 1.505857)
H (1.853932, -2.965939, 1.824700)
H (2.792060, 1.329143, 2.203275)
H (-4.298610, -2.891337, 0.396515)
H (-1.814523, -2.659638, 0.736252)
H (3.552873, 2.892236, 1.847479)
H (-3.728880, 4.374527, -5.717601)
H (-0.757316, 4.579715, -3.728020)
H (2.134614, -6.312917, -0.835559)
H (-2.091138, 4.630837, -5.712226)
H (2.704216, 2.638440, 3.409627)

Atomic forces in eV per Å
0.141 0.272 0.571
-0.603 -0.371 0.749
-0.269 -0.349 -0.332
0.151 -0.373 0.209
-0.016 0.225 -0.096
0.133 -0.092 0.041
0.097 0.028 0.254
0.073 0.051 -0.044
-0.137 -0.112 -0.084
-0.003 0.170 0.044
0.209 0.036 -0.060
0.762 -0.154 -0.597
-0.055 -0.004 -0.088
0.145 0.221 0.086
0.217 0.060 -0.158
0.146 0.091 -0.063
0.040 0.126 0.073
-0.351 0.410 -0.386
-0.282 -0.208 -0.231
0.053 -0.024 -0.063
0.079 -0.008 0.096
-0.023 0.207 0.056
-0.120 -0.160 -0.021
-0.028 0.095 0.040
0.035 -0.070 0.105
-0.187 0.203 -0.080
-0.203 0.126 0.129
0.162 -0.066 0.059
0.028 -0.021 -0.042
0.032 -0.059 0.023
-0.022 0.121 -0.066
0.010 -0.007 -0.009
-0.107 0.125 -0.184
0.093 0.387 0.349
0.247 -0.153 -0.133
-0.070 -0.080 0.099
0.142 -0.319 0.236
-0.048 -0.324 -0.060
-0.010 -0.031 0.055
0.198 -0.018 -0.151
-0.187 0.051 -0.092
-0.165 0.177 -0.083
-0.037 -0.023 -0.053
0.065 0.145 0.020
-0.026 -0.020 -0.062
0.050 0.109 -0.077
-0.770 -0.328 -0.168
0.061 -0.067 0.053
-0.058 -0.053 0.108
-0.015 -0.022 0.045
0.000 0.008 0.015
0.011 0.028 -0.032
0.090 -0.023 -0.057
0.138 -0.176 0.068
0.004 0.015 0.006
-0.012 0.040 0.067
0.001 0.009 0.031
0.013 0.000 -0.013
-0.158 0.058 -0.149
0.172 0.094 0.058
0.004 0.005 -0.019
0.064 0.119 0.000
0.024 -0.079 0.034
-0.021 0.011 -0.031
-0.087 0.019 -0.027
-0.017 0.015 0.001
0.024 0.011 0.025
0.100 -0.011 0.015
-0.003 -0.045 -0.005
0.006 -0.002 0.022
0.026 0.022 -0.020
0.022 -0.039 -0.006
0.021 0.004 0.000

How is the electron density shared among the atoms? According to Löwdin, the charges in e are:
1 As 0.69
2 S 0.49
3 S 0.57
4 S 0.18
5 F 0.11
6 F 0.11
7 F -0.02
8 F 0.11
9 F 0.09
10 F 0.10
11 F 0.11
12 O -0.42
13 O -0.05
14 O -0.33
15 O -0.31
16 O -0.29
17 O 0.08
18 O -0.40
19 N -0.10
20 N 0.12
21 N 0.10
22 N 0.09
23 N 0.09
24 N 0.06
25 C -0.06
26 C -0.08
27 C -0.07
28 C -0.17
29 C -0.26
30 C -0.03
31 C -0.28
32 C -0.06
33 C -0.28
34 C -0.45
35 C -0.16
36 C -0.68
37 C -0.24
38 C -0.45
39 C -0.04
40 C -0.13
41 C -0.25
42 C -0.09
43 C -0.06
44 C -0.14
45 C -0.34
46 B -1.24
47 Li 0.57
48 H 0.04
49 H 0.07
50 H 0.11
51 H 0.10
52 H 0.10
53 H 0.11
54 H 0.03
55 H 0.09
56 H 0.12
57 H 0.13
58 H 0.03
59 H -0.03
60 H 0.01
61 H 0.09
62 H 0.02
63 H 0.02
64 H 0.13
65 H 0.02
66 H 0.08
67 H 0.09
68 H 0.03
69 H 0.07
70 H 0.11
71 H 0.11
72 H 0.07
73 H 0.03



# 2
Entry from OMol25: a cluster of 2 separate species, C6H10 in total (ωB97M-V/def2-TZVPD).

ΔE to the lowest compared entry with this formula, charge and spin in eV: 3.7668
Structure (SMILES): C1=C2C[C@H]2CC1.[H][H]
Gap between HOMO and LUMO in eV: 9.46

CARTESIAN COORDINATES (ANGSTROEM)
C (-0.371074, 1.074979, -0.519685)
C (-0.610713, -0.360645, -0.344885)
C (1.083910, 1.299747, -0.093597)
C (1.674224, -0.136381, 0.114390)
C (-1.580192, 0.554910, 0.285107)
C (0.467557, -1.056907, 0.012620)
H (2.045921, -0.253855, 1.141178)
H (1.205066, 1.922960, 0.799610)
H (0.462031, -2.057603, 0.436273)
H (-0.683252, 1.513030, -1.468206)
H (-1.565688, 0.553542, 1.375096)
H (1.599249, 1.817655, -0.909756)
H (2.526070, -0.363597, -0.537621)
H (-2.559429, 0.762142, -0.142318)
H (-2.041771, -2.956211, 0.252878)
H (-1.874576, -2.378377, -0.183465)

Atomic forces in eV per Å
0.097 0.087 -0.162
0.210 -0.006 0.104
0.027 0.099 0.042
0.110 -0.016 -0.014
-0.213 -0.006 0.100
-0.124 0.056 0.032
0.034 0.002 -0.146
-0.034 -0.124 -0.085
0.007 0.147 0.024
0.056 -0.056 0.158
-0.006 0.014 -0.210
-0.075 -0.052 0.175
-0.150 0.040 -0.036
0.180 -0.030 -0.016
-0.060 -0.071 0.010
-0.059 -0.084 0.026

How is the electron density shared among the atoms? According to natural (NBO), the charges in e are:
1 C -0.27
2 C -0.05
3 C -0.41
4 C -0.44
5 C -0.39
6 C -0.15
7 H 0.21
8 H 0.21
9 H 0.21
10 H 0.21
11 H 0.22
12 H 0.22
13 H 0.21
14 H 0.22
15 H -0.01
16 H 0.01